No. 1
ORCA calculation (wB97M-V/def2-TZVPD) on a cluster of 21 separate species, C19H67FN3O22 in total.

ORCA input file:
```
! wB97M-V def2-TZVPD RIJCOSX def2/J DEFGRID3
* xyz 1 1
C -3.315 -2.246 3.613
C -2.604 -0.842 3.551
N -2.350 -0.330 2.183
C -1.520 0.792 1.992
C -0.792 1.654 3.087
C 0.172 2.705 2.397
C 1.543 2.947 3.188
C 2.390 1.639 3.440
N 3.428 1.353 2.401
C 3.081 1.881 1.057
C 4.766 1.715 2.823
C 5.598 0.571 3.550
O 5.310 2.783 2.637
N -1.490 0.961 0.625
C -2.249 0.051 -0.145
C -2.448 -0.080 -1.687
O -2.143 -1.408 -2.127
C -1.626 -1.434 -3.435
C -2.100 -0.522 -4.510
C -1.579 -0.527 -5.879
C -0.510 -1.499 -6.246
C -0.002 -2.442 -5.189
C -0.565 -2.394 -3.820
C -2.802 -0.759 0.934
F -3.658 -1.797 0.710
H -3.442 -2.578 4.684
H -2.833 -3.041 2.985
H -4.373 -2.114 3.227
H -1.648 -0.936 4.172
H -3.239 -0.084 4.103
H -0.297 0.951 3.806
H -1.622 2.161 3.671
H -0.371 3.698 2.415
H 0.392 2.504 1.314
H 2.104 3.786 2.710
H 1.230 3.336 4.223
H 1.785 0.701 3.594
H 2.949 1.803 4.415
H 3.871 1.487 0.345
H 3.112 2.999 0.963
H 2.122 1.413 0.723
H 6.542 0.322 2.997
H 4.978 -0.378 3.545
H 5.776 0.805 4.638
H -0.990 1.674 0.086
H -1.769 0.694 -2.165
H -3.513 0.186 -1.966
H -2.902 0.212 -4.243
H -1.996 0.221 -6.607
H -0.096 -1.483 -7.279
H 0.805 -3.173 -5.462
H -0.167 -3.125 -3.063
O 2.111 -0.748 -0.105
H 1.160 -0.899 -0.066
H 2.495 -1.583 0.203
O -2.593 -4.596 0.172
H -1.649 -4.406 0.100
H -3.014 -3.731 0.091
O 0.429 -1.616 3.974
H 0.269 -2.545 3.764
H 0.784 -1.637 4.873
O 0.611 1.547 -1.325
H -0.081 0.879 -1.333
H 1.411 1.048 -1.547
O -3.078 -7.167 1.161
H -3.256 -6.275 0.829
H -3.363 -7.747 0.446
O -2.370 -4.661 -3.153
H -2.221 -3.808 -2.732
H -2.738 -5.209 -2.447
O 2.820 -2.089 2.066
H 2.957 -1.268 2.559
H 2.476 -2.703 2.722
O 1.383 5.251 1.043
H 2.247 5.567 0.751
H 0.791 5.988 0.849
O 1.706 -0.242 -8.323
H 2.438 -0.298 -7.698
H 2.039 0.331 -9.023
O 0.528 4.172 6.409
H -0.217 4.780 6.500
H 0.881 4.096 7.306
O -2.283 5.421 5.624
H -2.456 6.321 5.321
H -2.559 4.869 4.885
O 2.047 -3.340 -7.185
H 1.888 -2.464 -7.563
H 1.772 -3.950 -7.883
O -1.355 -1.660 -9.862
H -1.963 -1.964 -9.178
H -0.713 -1.124 -9.380
O -0.369 -4.597 -7.607
H -0.122 -5.404 -7.140
H -0.486 -3.946 -6.904
O 1.900 3.821 9.147
H 2.734 4.004 8.697
H 1.811 4.544 9.781
O 0.472 7.567 6.829
H -0.228 6.905 6.818
H 1.266 7.070 6.597
O 4.176 -1.405 -8.024
H 4.010 -2.344 -8.175
H 4.537 -1.367 -7.130
O 0.755 1.234 10.240
H 1.480 1.122 10.865
H 1.098 1.863 9.593
O -2.845 0.887 -9.177
H -3.024 1.766 -9.531
H -3.130 0.290 -9.879
O -5.105 -2.926 -3.451
H -4.447 -2.705 -2.783
H -4.584 -3.286 -4.180
*
```

Computed properties:
- E_tot (hartree) = -2683.2002
- LUMO (Eh) = -0.1013


No. 2
ORCA calculation (wB97M-V/def2-TZVPD) on a cluster of 15 separate species, C19H68O15 in total.

ORCA input file:
```
! wB97M-V def2-TZVPD RIJCOSX def2/J DEFGRID3
* xyz 0 1
C -5.447 4.011 -19.393
O -6.059 3.403 -20.576
H -4.589 4.596 -19.726
H -6.100 4.704 -18.863
H -4.940 3.254 -18.792
H -6.644 2.687 -20.311
C -8.295 -1.310 -15.226
O -7.178 -1.177 -14.312
H -8.635 -2.337 -15.087
H -9.045 -0.546 -15.023
H -8.036 -1.246 -16.283
H -6.397 -1.043 -14.857
C -5.996 -1.390 -19.397
O -5.695 -0.050 -19.596
H -6.913 -1.714 -19.889
H -5.241 -2.031 -19.852
H -6.076 -1.573 -18.326
H -4.996 0.180 -18.978
C -1.736 2.435 -15.739
O -3.080 2.769 -15.890
H -1.646 1.769 -14.881
H -1.359 1.927 -16.627
H -1.072 3.281 -15.555
H -3.402 3.013 -15.017
C -5.299 5.937 -16.013
O -5.957 5.316 -14.904
H -4.660 5.141 -16.397
H -6.032 6.175 -16.784
H -4.813 6.854 -15.680
H -5.363 4.803 -14.350
O -7.884 1.449 -19.773
H -8.154 1.525 -18.856
H -7.142 0.841 -19.757
O -3.847 0.648 -17.686
H -3.686 1.428 -17.152
H -3.123 0.629 -18.313
O -5.063 -0.983 -16.033
H -4.541 -0.297 -16.455
H -4.420 -1.630 -15.740
C -10.202 7.406 -15.370
C -9.090 6.357 -15.158
O -8.093 6.912 -14.255
H -10.574 7.761 -14.409
H -11.035 7.055 -15.979
H -9.667 8.275 -15.753
H -8.593 6.088 -16.091
H -9.410 5.395 -14.756
H -7.288 6.485 -14.561
C -11.929 4.738 -19.104
C -10.929 3.961 -19.867
O -11.549 3.186 -20.871
H -11.446 5.196 -18.240
H -12.678 4.065 -18.684
H -12.426 5.558 -19.623
H -10.284 3.377 -19.210
H -10.313 4.646 -20.450
H -10.860 2.671 -21.298
C -12.184 -0.847 -19.905
C -10.758 -0.286 -19.681
O -10.268 -0.681 -18.393
H -12.886 -0.317 -19.261
H -12.278 -1.915 -19.703
H -12.565 -0.798 -20.925
H -10.792 0.802 -19.736
H -9.999 -0.694 -20.350
H -9.568 -0.040 -18.246
C -13.541 1.554 -16.958
C -12.308 1.458 -16.090
O -11.507 2.585 -16.253
H -13.336 1.739 -18.013
H -14.162 2.382 -16.616
H -14.114 0.637 -16.815
H -11.615 0.633 -16.256
H -12.607 1.339 -15.048
H -12.097 3.335 -16.142
C -6.604 2.117 -16.522
C -8.004 2.792 -16.583
O -8.889 1.900 -17.260
H -6.574 1.197 -15.938
H -5.831 2.719 -16.042
H -6.169 1.953 -17.508
H -7.931 3.738 -17.120
H -8.474 2.917 -15.607
H -9.802 2.115 -17.053
C -5.535 2.043 -12.999
C -4.289 2.804 -12.651
O -4.006 3.785 -13.620
H -5.506 1.184 -13.670
H -6.297 2.737 -13.354
H -6.004 1.581 -12.130
H -3.380 2.213 -12.537
H -4.517 3.276 -11.695
H -3.381 4.362 -13.173
C -9.126 1.921 -13.085
C -9.488 1.210 -11.747
O -10.291 2.187 -11.091
H -8.549 1.231 -13.701
H -8.558 2.833 -12.902
H -10.073 2.229 -13.530
H -8.594 0.997 -11.160
H -10.049 0.304 -11.981
H -10.507 1.861 -10.214
*
```

Computed properties:
- relative energy (zero: lowest compared OMol25 entry of this formula, charge and spin) (eV) = 0.0000
- E_tot (hartree) = -1893.1386
- LUMO (Eh) = -0.0058


> What is the formula in the first record?

C19H67FN3O22